C24H15N2O3PRuS2 | ωB97M-V with the def2-TZVPD basis set

Geometry as ORCA input:
```
! wB97M-V def2-TZVPD RIJCOSX def2/J DEFGRID3
* xyz -1 2
Ru 1.147 -1.369 1.146
S 2.436 -1.467 -0.638
S 2.605 -3.002 2.171
P -0.295 0.018 0.065
O -1.637 -2.753 0.932
O -0.288 -1.931 2.519
O 3.322 0.330 1.959
N 5.721 -2.512 -1.927
N 5.902 -4.575 1.568
C 3.869 -3.072 1.017
C -1.988 0.324 0.684
C -0.153 2.888 -0.056
C 4.997 -3.909 1.320
C -0.531 -0.209 -1.717
C -1.228 -1.735 -3.446
C 2.254 2.841 1.337
C -2.120 0.606 2.044
C 0.423 1.674 0.304
C -0.187 0.726 -2.684
C -3.116 0.331 -0.125
C -4.365 0.610 0.418
C -4.492 0.887 1.769
C 0.485 4.076 0.266
C -1.370 -2.472 2.092
C 4.891 -2.467 -1.130
C 2.230 0.320 1.453
C 3.832 -2.397 -0.174
C 1.614 1.649 1.015
C 1.694 4.049 0.962
C -3.365 0.886 2.582
C -0.889 -0.795 -4.411
C -0.363 0.430 -4.029
C -1.043 -1.449 -2.102
H -3.456 1.096 3.640
H 0.240 1.680 -2.396
H -1.022 -1.025 -5.460
H -2.106 -2.656 2.895
H 3.186 2.790 1.886
H 2.187 4.979 1.217
H -0.078 1.158 -4.778
H -1.105 2.905 -0.575
H 0.042 5.023 -0.016
H -5.466 1.102 2.190
H -5.238 0.607 -0.223
H -3.031 0.105 -1.179
H -1.623 -2.699 -3.740
H -1.281 -2.181 -1.338
H -1.246 0.587 2.685
*
```

Properties
Energy above the lowest of the compared OMol25 structures with the same formula, charge and spin in kJ/mol: 0.0
HOMO energy (alpha / beta) in eV: -4.60 / -4.98
Energy in Ha: -2491.58230
Orbital gap (alpha / beta) in eV: 7.06 / 6.62

C24H15N2O4 | ωB97M-V with the def2-TZVPD basis set

Geometry as ORCA input:
```
! wB97M-V def2-TZVPD RIJCOSX def2/J DEFGRID3
* xyz -1 1
O 1.741 0.372 2.028
O 2.390 2.792 -0.106
O 0.146 1.884 2.031
O 1.790 -1.616 -1.874
N 0.502 0.664 1.978
N -7.111 0.681 2.876
C 4.787 -1.150 -1.466
C 6.083 -0.708 -1.181
C -3.677 1.436 2.378
C -1.788 -0.093 2.178
C -5.953 0.546 2.754
C -1.767 0.572 -2.407
C 2.260 -0.587 -1.397
C 0.212 0.884 -0.953
C 2.586 1.650 -0.479
C 3.712 -0.316 -1.180
C -2.656 -1.172 2.517
C -0.985 -1.343 -1.138
C 3.906 0.960 -0.640
C 1.551 0.638 -0.917
C -2.324 1.213 2.171
C -2.828 -1.594 -2.708
C -0.834 0.019 -1.497
C 6.288 0.571 -0.631
C -0.439 -0.322 1.816
C -4.010 -0.952 2.733
C -2.709 -0.232 -3.045
C -1.942 -2.146 -1.766
C 5.200 1.417 -0.373
C -4.535 0.349 2.620
H -0.107 1.901 -0.696
H -0.334 -1.766 -0.376
H -4.067 2.455 2.332
H -1.672 1.635 -2.651
H -4.690 -1.775 2.963
H -3.602 -2.208 -3.174
H 7.308 0.902 -0.419
H 4.589 -2.125 -1.907
H -2.233 -2.171 2.592
H -0.085 -1.348 1.723
H -1.631 2.029 1.991
H -2.000 -3.210 -1.523
H 5.349 2.419 0.031
H -3.356 0.199 -3.812
H 6.935 -1.355 -1.397
*
```

Properties
Energy above the lowest of the compared OMol25 structures with the same formula, charge and spin in kJ/mol: 0.0
HOMO energy in eV: -4.10
Energy in Ha: -1333.99775
Orbital gap in eV: 5.91

C24H16B4MgO36 | ωB97M-V with the def2-TZVPD basis set

Geometry as ORCA input:
```
! wB97M-V def2-TZVPD RIJCOSX def2/J DEFGRID3
* xyz -2 1
Mg 8.301 8.483 -23.543
O 1.326 12.683 -21.226
O 10.788 10.454 -20.011
O 7.452 9.633 -19.997
O 10.156 7.545 -23.903
O 11.438 2.739 -28.028
O 3.109 9.334 -23.428
O 4.173 6.286 -19.816
O 4.913 10.299 -22.247
O 7.709 6.928 -22.428
O 11.588 4.034 -26.213
O 5.550 6.859 -21.798
O 5.272 12.125 -17.019
O 2.098 6.422 -18.938
O 5.637 9.306 -15.954
O 2.945 9.626 -21.010
O 9.085 10.524 -18.541
O 7.519 7.525 -25.106
O 5.576 4.643 -20.958
O 8.986 9.917 -24.778
O 10.227 5.732 -25.165
O 6.534 9.317 -23.474
O 2.781 11.493 -22.423
O 1.318 5.579 -21.634
O 9.643 3.295 -25.132
O 11.500 4.353 -23.822
O 8.773 9.570 -21.832
O 4.352 8.399 -25.077
O 3.526 5.624 -21.963
O 6.782 11.380 -18.481
O 1.426 10.250 -19.489
O 7.225 9.344 -17.533
O 6.642 5.994 -26.491
O 12.025 5.893 -22.257
O 9.076 11.657 -26.210
O 7.643 4.113 -21.591
O 9.100 1.744 -26.723
C 2.027 11.725 -21.366
C 8.887 11.095 -25.001
C 10.578 6.438 -24.111
C 9.636 10.367 -19.711
C 5.377 9.596 -23.241
C 8.557 9.817 -20.672
C 6.743 4.896 -21.481
C 2.435 5.628 -21.201
C 2.056 10.462 -20.462
C 11.470 5.522 -23.247
C 4.199 9.024 -24.069
C 2.841 6.167 -19.832
C 5.985 11.258 -17.437
C 9.775 2.604 -26.230
C 6.739 6.369 -21.966
C 9.778 10.948 -27.235
C 6.697 4.951 -25.510
C 7.162 7.162 -26.203
C 6.225 9.858 -16.828
C 5.475 4.923 -24.618
C 7.330 8.037 -27.437
C 9.230 11.456 -28.582
C 11.061 3.073 -26.944
C 8.233 12.117 -24.105
B 4.694 5.834 -21.124
B 10.728 4.362 -25.066
B 3.441 10.191 -22.271
B 7.643 10.204 -18.652
H 5.275 5.915 -24.217
H 4.621 4.447 -25.099
H 8.409 8.135 -27.534
H 8.888 12.975 -23.960
H 6.690 4.057 -26.138
H 9.566 9.883 -27.197
H 7.877 11.616 -23.209
H 8.150 11.505 -28.440
H 5.645 4.260 -23.765
H 9.527 10.784 -29.385
H 9.537 12.459 -28.878
H 6.764 7.620 -28.260
H 7.359 12.534 -24.607
H 7.602 4.995 -24.904
H 10.843 11.147 -27.136
H 6.928 9.008 -27.139
*
```

Properties
Energy above the lowest of the compared OMol25 structures with the same formula, charge and spin in kJ/mol: 0.0
HOMO energy in eV: -5.79
Energy in Ha: -3933.65298
Orbital gap in eV: 8.79

C24H16B4MgO36 | ωB97M-V with the def2-TZVPD basis set

Geometry as ORCA input:
```
! wB97M-V def2-TZVPD RIJCOSX def2/J DEFGRID3
* xyz -2 1
Mg -13.460 -12.173 5.000
O -12.399 -13.677 4.243
O -10.270 -10.519 3.431
O -7.794 -10.952 3.157
O -15.999 -14.487 2.761
O -17.238 -13.124 5.672
O -19.006 -14.737 6.036
O -9.080 -15.691 1.796
O -21.764 -13.023 4.975
O -12.986 -14.469 8.391
O -18.008 -14.366 3.810
O -8.671 -9.837 5.012
O -6.296 -15.366 3.750
O -12.694 -16.510 4.458
O -15.037 -13.232 5.254
O -10.139 -10.891 -1.865
O -7.030 -15.438 0.891
O -19.497 -12.794 4.890
O -11.839 -10.688 -0.407
O -14.289 -10.909 -0.258
O -8.541 -15.522 4.033
O -12.913 -12.839 6.845
O -15.291 -9.156 7.111
O -15.904 -10.206 1.098
O -21.113 -15.295 6.674
O -10.435 -14.169 3.264
O -12.899 -12.683 -0.943
O -11.869 -11.063 4.930
O -7.197 -8.268 1.129
O -14.529 -10.698 5.595
O -14.337 -11.693 3.128
O -6.073 -11.004 1.726
O -12.936 -11.963 1.397
O -10.677 -16.515 3.423
O -11.470 -13.409 -2.541
O -8.622 -8.839 2.748
O -10.039 -9.816 6.795
C -16.662 -14.245 3.712
C -14.087 -11.668 1.936
C -9.808 -10.000 5.625
C -11.591 -14.458 3.787
C -20.643 -13.330 5.261
C -16.300 -9.332 4.977
C -20.302 -14.620 6.105
C -16.180 -13.434 4.948
C -13.922 -16.656 8.274
C -12.542 -13.376 7.875
C -14.929 -10.867 0.911
C -7.775 -15.461 1.817
C -13.910 -15.257 7.619
C -11.156 -11.283 -1.368
C -7.411 -15.403 3.324
C -11.833 -12.628 -1.714
C -14.369 -10.441 9.000
C -11.705 -15.985 4.026
C -11.495 -12.617 8.699
C -15.263 -9.802 5.949
C -7.619 -9.064 1.920
C -10.812 -10.553 4.596
C -14.252 -9.239 8.079
C -7.034 -10.476 2.209
B -8.875 -10.047 3.562
B -18.423 -13.778 5.059
B -12.981 -11.544 -0.038
B -9.711 -15.459 3.103
H -14.167 -11.420 8.563
H -13.158 -17.324 7.878
H -13.737 -16.615 9.348
H -13.264 -9.315 7.618
H -15.377 -10.437 9.416
H -11.808 -11.587 8.857
H -17.342 -9.510 5.219
H -14.930 -14.882 7.536
H -10.594 -12.625 8.087
H -11.313 -13.033 9.689
H -13.611 -10.373 9.783
H -16.118 -8.247 5.021
H -13.610 -15.329 6.571
H -14.340 -8.327 8.664
H -14.895 -17.111 8.092
H -15.942 -9.500 3.964
*
```

Properties
Energy above the lowest of the compared OMol25 structures with the same formula, charge and spin in kJ/mol: 94.1
HOMO energy in eV: -5.67
Energy in Ha: -3933.61716
Orbital gap in eV: 8.78